No. 1
# C4H10NO3

A 2-piece molecular cluster, C4H10NO3 overall (ωB97M-V/def2-TZVPD, OMol25).

Computed properties:
Energy above the lowest of the compared OMol25 structures with the same formula, charge and spin   57.4 kcal/mol
Energy   -11942.9081 eV
Kohn-Sham gap   0.245 Eh
Charge   -1

Each line ends with the natural charge from an NBO analysis.
Cartesian coordinates (Å):
O -2.40974 1.71759 -0.77829  -1.007
O -0.01663 -2.97167 1.38344  -0.670
O 0.19115 2.54590 -0.41553  -0.998
N -0.54192 -2.32719 -0.69070  -0.841
C -0.03730 -2.06992 0.55381  0.679
C 1.07002 1.70324 0.19851  -0.003
C 0.49925 -0.67340 0.80535  -0.513
C 0.67246 0.24161 -0.37725  -0.486
H -0.23126 0.52892 -0.87989  0.234
H 1.52053 -0.89862 1.27643  0.225
H -2.07840 1.42112 0.07811  0.464
H 0.11911 -0.31832 1.77270  0.239
H -0.75319 -1.52519 -1.30171  0.406
H 2.16299 1.95471 0.11287  0.085
H -1.62476 2.29426 -1.04281  0.523
H -0.86610 -3.22755 -0.97473  0.390
H 1.38130 -0.23494 -1.03257  0.184
H 0.94248 1.83944 1.31225  0.087


No. 2
# C4H10NO3

A 2-piece molecular cluster, C4H10NO3 overall (ωB97M-V/def2-TZVPD, OMol25).

Computed properties:
Energy above the lowest of the compared OMol25 structures with the same formula, charge and spin   30.0 kcal/mol
Energy   -11944.0973 eV
Kohn-Sham gap   0.284 Eh
Charge   -1

Each line ends with the natural charge from an NBO analysis.
Cartesian coordinates (Å):
O 0.28230 1.21750 -2.53079  -0.751
O -0.45627 1.65849 -0.45186  -0.834
O 1.39524 2.73424 1.55121  -0.990
N -0.10144 -1.28017 -0.01489  -0.450
C 0.09042 0.93258 -1.33876  0.743
C 0.72947 -0.39775 -0.81712  -0.345
C -0.30783 -0.77972 1.37115  -0.446
C -1.40898 -1.50824 -0.61895  -0.419
H -1.08778 -1.36445 1.84142  0.179
H 2.33715 2.74028 1.39420  0.453
H 1.66173 -0.13686 -0.31501  0.190
H 0.96645 -0.95807 -1.72906  0.191
H 0.91390 2.37640 0.78414  0.517
H 0.67799 -0.82332 1.85525  0.180
H -1.32831 -1.83626 -1.65394  0.191
H -1.88926 -2.27813 -0.01587  0.174
H -0.43657 0.30731 1.32008  0.235
H -2.03820 -0.60384 -0.63122  0.182


| no. | HOMO level (eV) |
| --- | --- |
| 1 | -3.01 |
| 2 | -3.82 |